1.
C33H60O33 | ωB97M-V with the def2-TZVPD basis set

XYZ file:
```
126
Properties=species:S:1:pos:R:3
C 1.0153 4.7316 4.9165
O 0.3652 4.9066 3.6506
C 1.1241 4.7555 2.6261
O 2.2794 4.3510 2.6264
O 0.3819 5.1183 1.6082
C 0.8433 4.8084 0.2538
H 1.8306 5.4448 5.0373
H 1.5391 3.8046 5.1498
H 0.3981 4.9710 5.7824
H 0.8399 3.7187 0.2280
H 1.9045 4.9896 0.0829
H 0.1621 5.1428 -0.5287
C 1.0589 -2.6865 2.2504
O 1.7983 -2.2791 3.3706
C 1.1454 -2.4706 4.6365
O -0.0201 -2.7101 4.8045
O 2.0237 -2.3274 5.6613
C 1.5869 -2.7189 6.9070
H 0.1344 -2.1164 2.1588
H 0.7848 -3.7179 2.4719
H 1.6611 -2.5248 1.3563
H 1.0805 -3.6813 6.8335
H 0.8354 -2.0410 7.3118
H 2.4210 -2.7189 7.6086
C -2.3809 4.0151 -3.3212
O -2.0006 4.9774 -2.4004
C -2.7607 5.4046 -1.4007
O -3.8854 4.9068 -1.1493
O -2.0770 6.3340 -0.7086
C -2.5845 6.9039 0.5360
H -1.7249 3.1663 -3.1277
H -2.2809 4.5041 -4.2902
H -3.4084 3.6678 -3.2133
H -3.6257 6.6249 0.6973
H -2.4350 7.9760 0.4082
H -1.9409 6.6821 1.3874
C 4.3797 0.7668 3.0170
O 3.2832 1.0565 3.8242
C 2.0381 0.8485 3.4108
O 1.6173 0.6538 2.2512
O 1.2443 0.9994 4.4679
C -0.1408 0.9862 4.2683
H 4.4338 -0.2354 2.5920
H 5.3050 1.0014 3.5432
H 4.4038 1.4311 2.1532
H -0.7577 1.0900 5.1609
H -0.2768 -0.0352 3.9126
H -0.3812 1.7615 3.5408
C 2.0538 -2.4656 -2.3840
O 2.9268 -1.6505 -1.4636
C 3.6791 -2.4690 -0.6350
O 3.8264 -3.6967 -0.7554
O 4.3709 -1.6711 0.2489
C 5.5533 -2.2114 0.8846
H 1.4179 -1.7943 -2.9612
H 1.3958 -3.1325 -1.8269
H 2.6555 -3.0587 -3.0726
H 5.8602 -1.5654 1.7072
H 6.3188 -2.3012 0.1138
H 5.2753 -3.2039 1.2394
C -5.1753 -7.4005 -2.3181
O -5.1341 -6.0567 -2.8393
C -4.8915 -5.0033 -2.0071
O -4.5913 -5.1910 -0.8109
O -4.8759 -3.8728 -2.7981
C -4.6731 -2.6623 -2.1861
H -4.8079 -7.9944 -3.1550
H -6.2357 -7.4499 -2.0704
H -4.7044 -7.4990 -1.3400
H -4.5122 -1.8507 -2.8956
H -3.7401 -2.7535 -1.6300
H -5.4617 -2.4003 -1.4807
C 1.5416 2.8944 -4.4327
O 2.5048 2.9963 -3.4767
C 2.3847 2.1279 -2.3566
O 1.6634 1.1244 -2.2936
O 3.2497 2.5411 -1.4203
C 3.5859 1.7067 -0.3742
H 1.8120 2.0247 -5.0314
H 1.5920 3.7026 -5.1624
H 0.5489 2.7302 -4.0135
H 2.7168 1.5153 0.2553
H 4.3456 2.0634 0.3213
H 3.9692 0.7232 -0.6459
C -1.0015 -1.3630 -4.9607
O -0.3170 -2.5804 -5.2355
C 0.7754 -2.6104 -5.9120
O 1.3383 -1.7427 -6.5215
O 1.0945 -3.9078 -5.8764
C 2.1463 -4.3996 -6.6456
H -0.2889 -0.5695 -4.7353
H -1.5513 -1.5581 -4.0399
H -1.6275 -0.9680 -5.7607
H 2.5042 -5.3505 -6.2508
H 3.0105 -3.7422 -6.7407
H 1.7191 -4.5644 -7.6347
O -1.3420 -3.0981 0.2028
C -1.1572 -3.9786 -0.6096
O -0.7663 -5.2987 -0.3189
C -0.1817 -5.7798 -1.4667
C -1.0027 -5.1018 -2.5075
O -1.2743 -3.8222 -1.9313
H 0.8731 -5.5415 -1.6036
H -0.3403 -6.8528 -1.5744
H -1.9862 -5.5197 -2.7226
H -0.3658 -5.1065 -3.3920
O -2.9247 0.2774 -2.4514
C -2.0634 0.4682 -1.6038
O -1.4079 -0.4479 -0.9993
C -0.4187 0.0295 -0.1402
C -0.7967 1.4857 -0.0236
O -1.7201 1.6983 -1.0425
H -0.7043 -0.3786 0.8294
H 0.6059 -0.1915 -0.4393
H 0.0108 2.2174 -0.0473
H -1.3368 1.6724 0.9046
O -3.0313 3.4164 1.5388
C -2.8394 3.6858 2.7336
O -2.9827 4.8699 3.3149
C -3.0433 4.6990 4.7078
C -2.3098 3.4296 4.8862
O -2.5673 2.8122 3.6573
H -2.4459 5.4752 5.1861
H -4.0494 4.7091 5.1271
H -2.6654 2.8660 5.7488
H -1.2513 3.6293 5.0527
```

Orbital gap   10.30 eV
E_tot   -3776.272212 Ha
Maximum force   4.84 eV Å⁻¹
Energy above the lowest of the compared OMol25 structures with the same formula, charge and spin   447.8 kJ/mol

2.
C33H61F4NO30PS6 | ωB97M-V with the def2-TZVPD basis set

XYZ file:
```
136
Properties=species:S:1:pos:R:3
C -0.5076 -7.7498 -0.7142
C -0.9584 -7.0974 0.5938
C 0.0748 -6.0947 1.1506
C -0.4087 -4.6222 1.2091
C 0.5300 -3.6303 0.4829
C 1.0299 -2.3058 1.1546
C 2.5413 -2.1807 0.7507
C 3.6589 -2.9840 1.4424
C 4.4769 -2.2635 2.5249
F 3.1977 -4.2302 1.8899
C 0.3397 -1.0676 0.4509
C -1.1882 -1.2097 0.1819
C -2.1408 -0.0788 0.6002
C -2.7403 0.7577 -0.5165
F -2.8374 0.1118 -1.6781
F -2.0676 1.8877 -0.7424
F -3.9832 1.1324 -0.1858
C 0.9927 -0.6563 -0.8794
O 0.1578 0.2855 -1.5445
C 0.7290 0.7953 -2.6934
C 0.0338 0.3937 -3.9538
O 1.6966 1.4994 -2.6225
N 0.6918 -0.0024 1.4654
C 0.7442 1.4224 1.1854
O 2.0742 1.7373 0.8329
O 1.9595 2.9089 0.0077
C 0.9712 -0.4910 2.6431
C 1.4347 0.3066 3.7992
C 0.7018 -1.9761 2.6580
C -0.8316 -1.9571 3.0365
P 1.6624 -2.8424 4.0488
O 0.8890 -2.2234 5.3379
O 0.9428 -4.2841 3.9136
H -0.3351 -6.9990 -1.4872
H 0.4113 -8.3122 -0.5393
H -1.2549 -8.4655 -1.0610
H -1.9395 -6.6289 0.4862
H -1.0923 -7.8973 1.3275
H 0.2979 -6.3986 2.1769
H 1.0184 -6.1723 0.6064
H -0.5756 -4.3789 2.2458
H -1.3856 -4.5970 0.7147
H 0.0521 -3.3754 -0.4680
H 1.4096 -4.2034 0.1955
H 2.8943 -1.1471 0.8009
H 2.5661 -2.4763 -0.2978
H 4.3757 -3.1984 0.6442
H 4.3472 -2.7448 3.4897
H 4.2123 -1.2081 2.5984
H 5.5381 -2.3335 2.2830
H -1.5195 -2.0854 0.7274
H -1.3435 -1.4768 -0.8617
H -2.9929 -0.5266 1.1167
H -1.7080 0.6243 1.3114
H 1.9838 -0.2225 -0.7558
H 1.1112 -1.5580 -1.4935
H -1.0038 0.1541 -3.7267
H 0.5486 -0.4767 -4.3640
H 0.0768 1.2282 -4.6508
H 0.4235 1.9906 2.0637
H 0.0885 1.6916 0.3592
H 2.4197 2.6293 -0.8006
H 1.8055 1.2909 3.5175
H 0.6277 0.3927 4.5319
H 2.2440 -0.2361 4.2920
H -1.3971 -2.6917 2.4820
H -1.0207 -2.1350 4.0885
H -1.2852 -0.9906 2.8251
H -0.0291 -2.5044 5.4527
H 1.5694 -4.9872 4.1271
C -6.2573 0.1679 2.6451
C -6.9899 -0.9911 2.0018
O -6.0766 -2.1007 2.1613
S -5.2854 -1.9527 3.5270
O -5.8833 -2.7358 4.5447
O -3.8955 -2.0988 3.2434
O -5.6162 -0.4202 3.7951
H -5.4869 0.5782 1.9894
H -6.9220 0.9626 2.9698
H -7.1876 -0.8343 0.9459
H -7.9161 -1.2297 2.5205
C -2.7845 2.8980 -5.9556
C -3.8515 1.8424 -6.1676
O -3.5039 1.2490 -7.4250
S -1.9187 1.2336 -7.6096
O -1.4060 -0.0304 -7.2158
O -1.6059 1.8139 -8.8601
O -1.5805 2.2790 -6.4372
H -2.9777 3.7937 -6.5474
H -2.6581 3.1686 -4.9107
H -4.8533 2.2564 -6.2307
H -3.8188 1.0717 -5.3943
C -9.9618 -4.6165 5.9037
C -9.1947 -5.3796 4.8429
O -9.8875 -5.0610 3.6245
S -10.4499 -3.5718 3.6933
O -9.5375 -2.6941 3.0458
O -11.8184 -3.5851 3.3354
O -10.2877 -3.3707 5.2655
H -10.8890 -5.1218 6.1773
H -9.3716 -4.4201 6.7937
H -9.2120 -6.4545 4.9944
H -8.1631 -5.0317 4.7615
C 4.9467 2.4943 -4.2527
C 3.8958 1.5084 -4.7071
O 4.3511 1.0828 -6.0001
S 5.9499 1.0566 -6.0325
O 6.4104 -0.2607 -5.7798
O 6.3867 1.7865 -7.1650
O 6.1840 1.9253 -4.7077
H 4.8114 3.4690 -4.7223
H 4.9786 2.6183 -3.1754
H 2.9097 1.9492 -4.7883
H 3.8555 0.6383 -4.0487
C 7.9750 6.1543 -3.8054
C 7.1794 7.4143 -4.0819
O 5.8659 7.1050 -3.5747
S 5.9857 6.1594 -2.3049
O 5.8950 6.9191 -1.1083
O 5.1216 5.0477 -2.4893
O 7.4975 5.7221 -2.5156
H 7.7659 5.3702 -4.5345
H 9.0449 6.3298 -3.7513
H 7.1094 7.6519 -5.1386
H 7.5711 8.2724 -3.5342
C 3.9856 8.3015 1.0875
C 4.6277 7.1416 1.8154
O 4.0837 7.2259 3.1432
S 2.5842 7.7727 3.0829
O 1.6775 6.6797 3.1143
O 2.4638 8.8470 3.9978
O 2.6377 8.3287 1.5866
H 4.4697 9.2483 1.3331
H 3.9748 8.1633 0.0120
H 5.7097 7.2120 1.8531
H 4.3371 6.1854 1.3767
```

Orbital gap   8.83 eV
E_tot   -6735.520788 Ha
Maximum force   1.09 eV Å⁻¹
Charge   +1
Energy above the lowest of the compared OMol25 structures with the same formula, charge and spin   0.0 kJ/mol

3.
C33H61N2O8PS2 | ωB97M-V with the def2-TZVPD basis set

XYZ file:
```
107
Properties=species:S:1:pos:R:3
C -1.2004 5.1054 -0.5984
C -2.4313 5.4164 0.2472
C -2.2931 4.6971 1.5944
C -2.7725 3.2696 1.5598
C -3.9889 2.9417 0.9543
C -4.4780 1.6403 0.9593
N -5.7539 1.3398 0.3872
C -3.7374 0.6233 1.5655
P -4.3783 -1.0669 1.7130
S -4.5582 -1.7368 3.5439
C -2.4920 0.9069 2.1291
C -2.0369 2.2302 2.1352
S -0.4826 2.5295 2.9465
C 0.3999 1.0639 2.4629
C 1.7574 1.0928 2.1886
C 2.4479 -0.0732 1.8462
C 3.9402 0.0266 1.6320
C 4.5609 -0.7883 0.4850
C 5.2040 0.1116 -0.5657
C 4.1339 0.7989 -1.4071
C 4.6754 1.9251 -2.2912
C 3.7548 2.1756 -3.4855
O 4.3543 1.8165 -4.7486
C 4.2170 0.5272 -5.0295
C 4.5701 0.1514 -6.4365
O 3.8623 -0.2606 -4.2015
C 1.7033 -1.2543 1.7730
O 2.3202 -2.4755 1.5266
C 0.3316 -1.2707 2.0117
C -0.3389 -0.1110 2.3739
N -1.7299 -0.1612 2.6811
H -1.2603 5.5483 -1.5910
H -0.3173 5.5297 -0.1303
H -1.0913 4.0307 -0.7148
H -3.3168 5.0858 -0.2827
H -2.4692 6.4897 0.4021
H -1.2413 4.7344 1.8569
H -2.8204 5.2368 2.3798
H -4.5659 3.7226 0.4887
H -5.6726 0.9798 -0.5538
H -6.3279 2.1698 0.3778
H -5.5892 -1.1304 1.0247
H -3.4745 -1.8456 0.9703
H 2.2620 2.0437 2.2583
H 4.4522 -0.1699 2.5695
H 4.1249 1.0775 1.4127
H 3.8356 -1.3985 -0.0333
H 5.3461 -1.4098 0.9035
H 5.8399 -0.4611 -1.2391
H 5.8152 0.8876 -0.1010
H 3.6239 0.0705 -2.0276
H 3.3969 1.2527 -0.7412
H 4.7920 2.8388 -1.7146
H 5.6726 1.6804 -2.6549
H 2.8157 1.6581 -3.3247
H 3.5315 3.2344 -3.5642
H 3.6580 -0.1511 -6.9389
H 5.0322 0.9795 -6.9565
H 5.2503 -0.6876 -6.3743
H 2.1354 -2.7174 0.6128
H -0.1811 -2.2182 1.9571
H -1.8872 -0.1756 3.6860
C 1.9568 -2.4143 -3.2292
C 0.8189 -2.8225 -2.3188
O 1.0655 -2.3760 -0.9838
H 2.9030 -2.8246 -2.8729
H 1.7932 -2.7517 -4.2549
H 2.0606 -1.3307 -3.2340
H 0.7066 -3.9049 -2.2744
H -0.1268 -2.3983 -2.6766
H 1.1754 -1.4183 -1.0247
C -1.3088 1.9499 -2.7035
C -0.4743 0.7280 -3.0276
O 0.7077 0.7097 -2.2181
H -0.7152 2.8507 -2.8606
H -2.2115 2.0097 -3.3137
H -1.6017 1.9296 -1.6496
H -0.1446 0.7427 -4.0655
H -1.0502 -0.1912 -2.8690
H 0.4321 0.6953 -1.2941
C 5.0980 -5.6952 -4.3404
C 5.6279 -5.4129 -2.9466
O 6.4531 -4.2510 -2.9190
H 5.9208 -5.8267 -5.0437
H 4.4797 -6.5942 -4.3523
H 4.4960 -4.8545 -4.6946
H 6.2456 -6.2383 -2.5970
H 4.7995 -5.2862 -2.2410
H 5.9196 -3.5041 -3.2087
C -2.4722 2.2637 6.1398
C -3.9458 2.6209 6.1781
O -4.2447 3.6984 5.2896
H -1.8601 3.1259 6.4074
H -2.2448 1.4442 6.8240
H -2.1873 1.9676 5.1293
H -4.2391 2.9479 7.1744
H -4.5571 1.7527 5.9108
H -4.0068 3.4124 4.4013
C -7.1987 -4.8415 4.6565
C -7.7537 -4.4418 3.3022
O -6.8147 -4.7061 2.2616
H -6.2743 -4.2996 4.8566
H -7.9127 -4.6286 5.4541
H -6.9659 -5.9094 4.6774
H -7.9633 -3.3740 3.2774
H -8.6857 -4.9797 3.0936
H -6.6303 -5.6496 2.2706
```

Orbital gap   8.38 eV
E_tot   -3143.172065 Ha
Maximum force   1.34 eV Å⁻¹
Energy above the lowest of the compared OMol25 structures with the same formula, charge and spin   0.0 kJ/mol

4.
C33H61N4O10 | ωB97M-V with the def2-TZVPD basis set

XYZ file:
```
108
Properties=species:S:1:pos:R:3
C -5.2106 1.3439 0.7275
O -4.9828 -0.0653 0.4529
C -4.5283 -0.2690 -0.9145
C -3.5110 -1.5103 -1.0533
C -2.6127 -1.2621 -2.3826
C -1.0947 -0.7808 -2.0295
C -0.8060 0.7626 -2.3853
C 0.4113 1.4385 -1.5955
C 1.6830 0.4503 -1.4304
C 2.8319 1.0417 -0.4245
O 2.9811 0.1575 0.7089
C 3.9357 -0.8696 0.3107
C 3.5857 -2.2082 1.1819
C 4.0688 -3.4517 0.2312
C 4.5249 -2.2184 2.4960
C 3.6820 -2.3466 3.8780
C 3.0647 -0.8841 4.1870
C 2.5928 -3.5353 3.8659
N 2.5944 2.4779 -0.0697
C 3.8205 2.9972 0.6341
C 3.9108 4.6327 0.5887
C 4.6685 5.2667 1.8571
C 5.8913 4.3942 2.4342
N 5.4605 3.6867 3.7135
C 1.2810 2.7562 0.6069
C 1.3150 2.5901 2.2226
C 1.6554 3.9974 2.9787
O 1.8385 4.0949 4.2199
C 0.0331 1.9361 -0.0729
C -1.2463 2.8916 -0.1538
C -1.0655 4.1529 -1.1901
N -1.6698 3.8958 -2.5353
O -0.1147 0.7129 0.6983
C -1.3575 0.5898 1.3435
N -2.3170 0.6970 2.0856
H -4.2454 1.9639 0.7698
H -5.9255 1.7697 -0.0606
H -5.7602 1.3951 1.7390
H -5.4211 -0.4816 -1.6365
H -3.9613 0.6721 -1.2463
H -2.8974 -1.5636 -0.0879
H -4.0835 -2.5050 -1.1482
H -3.0946 -0.5491 -3.1382
H -2.4923 -2.3085 -2.8694
H -0.9079 -1.0751 -0.9408
H -0.3749 -1.4349 -2.6661
H -1.8030 1.3172 -2.3296
H -0.5070 0.7773 -3.5093
H 0.7963 2.3738 -2.1519
H 1.4114 -0.5798 -0.9845
H 2.0935 0.2388 -2.4843
H 3.8182 0.9533 -1.0322
H 5.0353 -0.5854 0.4572
H 3.8217 -1.2027 -0.7964
H 2.4632 -2.2820 1.4230
H 5.2070 -3.3125 0.0978
H 3.8743 -4.4360 0.7795
H 3.5681 -3.3687 -0.7944
H 5.2050 -1.2941 2.5655
H 5.1993 -3.1504 2.4213
H 4.4631 -2.5754 4.7058
H 3.7195 -0.3997 5.0001
H 3.1581 -0.2485 3.2340
H 1.9604 -0.8994 4.4835
H 1.5233 -3.1506 3.7095
H 2.6083 -4.0360 4.9051
H 2.8365 -4.3708 3.1073
H 2.5639 2.9963 -0.9799
H 4.7214 2.6545 -0.0145
H 4.0111 2.5641 1.6712
H 2.8836 5.1292 0.4950
H 4.4791 4.8968 -0.3888
H 5.1308 6.2679 1.4890
H 3.9169 5.5856 2.6822
H 6.7988 5.0400 2.7543
H 6.2658 3.5652 1.7402
H 4.5991 4.1060 4.0931
H 5.2209 2.7003 3.5180
H 1.0886 3.8912 0.4449
H 0.3202 2.2555 2.6750
H 2.1530 1.8663 2.5653
H 1.6700 4.9316 2.2967
H -1.4794 3.3757 0.8772
H -2.2171 2.3820 -0.5094
H 0.0587 4.3857 -1.3731
H -1.6141 5.0414 -0.7134
H -2.4226 4.5688 -2.7285
H -0.9041 3.9578 -3.2190
C -8.4675 -2.9205 -1.2056
C -9.5597 -2.7907 -2.2213
O -9.0942 -1.7456 -3.0612
C -7.7390 -1.7033 -2.9380
O -7.0133 -1.0447 -3.6389
O -7.3119 -2.5043 -1.9203
H -8.3531 -3.9441 -0.8453
H -8.6109 -2.2560 -0.3486
H -9.6841 -3.6974 -2.8208
H -10.5188 -2.5293 -1.7712
C -1.3838 -5.7974 -4.2076
C -2.0432 -6.9397 -3.4973
O -1.9531 -6.5629 -2.1306
C -1.8344 -5.2076 -2.0957
O -1.9036 -4.5477 -1.0965
O -1.6282 -4.6976 -3.3420
H -1.8118 -5.6171 -5.1951
H -0.3030 -5.9346 -4.3084
H -3.0983 -7.0468 -3.7658
H -1.5348 -7.8891 -3.6730
```

Orbital gap   8.03 eV
E_tot   -2264.875695 Ha
Maximum force   6.64 eV Å⁻¹
Charge   +1
Energy above the lowest of the compared OMol25 structures with the same formula, charge and spin   298.0 kJ/mol

- The highest energy above the lowest of the compared OMol25 structures with the same formula, charge and spin belongs to which entry?
  C33H60O33

- Look up the orbital gap of the second one.
  8.83 eV

- What is the formula in the second record?
  C33H61F4NO30PS6

- Among the records above, which one has the lowest E_tot?
  C33H61F4NO30PS6